[1]
This record from the OMol25 dataset describes a structure of composition C21H15BeCl3F3GeN2O5S. The level of theory is ωB97M-V/def2-TZVPD.

For the HOMO energy (alpha / beta), the calculation gives -8.30 / -8.52 eV. The net charge is 0. The LUMO energy (alpha / beta) comes out at -1.12 / -2.07 eV. The energy relative to the best compared isomer or geometry (same formula, charge and spin) is 13.1 kJ/mol. The spin multiplicity is 2. Its expectation value of S² is 0.75. The value obtained for the electronic energy is -5465.21240 Eh.

The geometry in XYZ format:
```
52
Properties=species:S:1:pos:R:3:forces:R:3:lowdin_spin:R:1
Be -0.25083 -0.60709 0.59415 0.1505 -0.2141 0.4706 0.01
F -1.40612 -3.63692 4.41704 -0.0416 -0.1293 -0.1432 0.00
C -1.71084 -4.31578 3.29611 0.0344 -0.0611 0.0522 0.00
F -0.64104 -5.05880 2.96638 -0.1616 0.1058 0.0836 0.00
F -2.70698 -5.17265 3.61345 0.1631 0.1144 -0.0356 0.00
C -2.12185 -3.39411 2.18022 0.0504 -0.0555 0.0410 0.00
C -3.36355 -3.50654 1.59269 -0.0275 0.0136 0.0053 0.00
C -3.74597 -2.64583 0.56401 0.1008 0.0602 -0.0065 0.00
C -2.84714 -1.68199 0.16229 -0.1806 -0.1418 -0.0461 0.00
N -1.64895 -1.57590 0.73398 -0.1280 0.1515 -0.1332 0.00
C -1.23936 -2.39861 1.72068 0.0993 -0.0964 0.1851 0.00
S 0.35478 -1.99528 2.24103 -0.0787 0.0493 -0.0757 0.02
H -4.04445 -4.27116 1.94060 -0.0024 -0.0080 -0.0021 0.00
H -4.71246 -2.72974 0.09363 -0.0345 0.0031 -0.0180 0.00
H -3.05000 -0.97506 -0.63030 -0.0202 0.0347 -0.0220 0.00
Cl 4.02592 0.10043 -1.31949 -0.0330 0.0035 -0.0350 0.13
Ge 3.20784 -1.21789 0.19893 0.0141 -0.0168 0.0505 0.42
Cl 3.35429 -0.05939 2.03528 -0.0272 0.0112 -0.0161 0.14
Cl 4.59958 -2.87814 0.36753 -0.0102 0.0166 0.0052 0.17
O -1.07866 0.33681 -1.56913 0.0812 0.0491 -0.0779 0.01
C 0.00071 -0.22234 -1.71173 -0.0058 -0.0792 0.1243 0.00
O 0.64356 -0.75353 -0.69946 -0.1528 0.1543 -0.2064 0.09
C 0.65144 -0.36957 -3.04756 0.0184 -0.0441 -0.0175 0.00
C 0.40341 0.58505 -4.02681 0.0030 -0.0307 -0.0293 0.00
C 1.00784 0.47744 -5.26701 0.0341 -0.0553 0.0570 0.00
C 1.82314 -0.61568 -5.50195 0.1393 0.0251 0.0322 0.00
C 2.06441 -1.59826 -4.55742 -0.0810 0.1296 0.0193 0.00
C 1.47631 -1.45842 -3.31116 0.0435 0.0925 -0.0653 0.00
N 2.46846 -0.73722 -6.82595 -0.4242 -0.1963 -0.1660 0.00
O 2.32539 0.18444 -7.60452 0.1784 -0.0261 0.0621 0.00
O 3.04663 -1.77604 -7.07226 0.1388 0.1448 0.0217 0.00
H -0.25817 1.41032 -3.80548 -0.0138 0.0101 0.0280 0.00
H 0.85895 1.21249 -6.04314 -0.0007 -0.0053 0.0015 0.00
H 2.70296 -2.43405 -4.79788 0.0110 -0.0024 -0.0085 0.00
H 1.65623 -2.19437 -2.54117 -0.0080 -0.0256 0.0416 0.00
C -2.04102 1.40610 2.70507 0.0309 -0.0374 -0.0374 0.00
C -0.75133 1.70993 2.01002 -0.0978 -0.1962 0.0387 0.00
O -0.26104 0.89145 1.23350 0.2327 0.1718 -0.2014 0.00
C -0.04404 2.97666 2.23364 -0.0160 0.0660 0.0124 0.00
C -0.60696 3.99014 3.01341 0.1060 -0.0333 -0.0639 0.00
C 0.07854 5.17783 3.19866 -0.0242 -0.0429 -0.0013 0.00
C 1.32669 5.35127 2.61631 -0.0058 0.0266 0.0132 0.00
C 1.89338 4.34534 1.84517 -0.0135 -0.0492 -0.0140 0.00
C 1.21137 3.15894 1.64780 -0.0135 0.0335 0.0326 0.00
H -2.31742 0.37142 2.51975 -0.0076 0.0178 0.0183 0.00
H -2.82292 2.06391 2.32139 -0.0160 0.0194 -0.0122 0.00
H -1.95428 1.58207 3.77626 0.0176 -0.0091 0.0122 0.00
H -1.57641 3.85687 3.47089 -0.0469 -0.0099 0.0154 0.00
H -0.35685 5.96473 3.79798 -0.0048 0.0220 0.0138 0.00
H 1.86282 6.27819 2.76788 0.0180 0.0254 0.0006 0.00
H 2.86795 4.48435 1.40013 0.0370 0.0093 -0.0138 0.00
H 1.64600 2.36417 1.05656 -0.0244 0.0047 0.0102 0.00
```
Forces are in eV/Å.

=====

[2]
This record from the OMol25 dataset describes a cluster of 3 separate species, CH7O3 in total. The level of theory is ωB97M-V/def2-TZVPD.

For the HOMO energy, the calculation gives -3.88 eV. The net charge is -1. The LUMO energy comes out at 4.57 eV. The energy relative to the best compared isomer or geometry (same formula, charge and spin) is 0.0 kJ/mol. The value obtained for the electronic energy is -268.03939 Eh.

The geometry in XYZ format:
```
11
Properties=species:S:1:pos:R:3:forces:R:3:nbo_charge:R:1
C -1.33588 0.20788 0.16789 0.0414 -0.2629 -0.1414 -0.21
O 0.02155 0.38655 0.31370 -0.1928 0.0527 -0.1185 -0.94
H -1.75111 0.70019 -0.73041 0.1005 -0.0059 -0.1958 0.12
H -1.92579 0.62943 0.99024 -0.1127 0.0789 0.4127 0.11
H -1.64929 -0.86174 0.09127 0.1061 0.1794 0.0335 0.11
H 0.63087 0.58404 -1.04009 0.2455 -0.2102 -0.0583 0.50
H 1.30624 1.66568 -1.92518 0.0405 -0.1139 -0.1041 0.43
O 1.10830 0.72361 -1.95828 -0.1498 0.2884 0.1422 -1.04
H 0.76000 -0.67644 1.20806 -0.1584 0.0281 0.0565 0.51
H 1.63011 -1.95858 1.11006 -0.0922 0.1384 0.1584 0.44
O 1.20501 -1.40062 1.77273 0.1719 -0.1731 -0.1852 -1.03
```
Forces are in eV/Å.

=====

> Which value of energy relative to the best compared isomer or geometry (same formula, charge and spin) does entry 1 give?

13.1 kJ/mol

=====

> Which value of energy relative to the best compared isomer or geometry (same formula, charge and spin) does entry 2 give?

0.0 kJ/mol